Formula: C3H6ClN
Source: the OMol25 dataset
Level of theory: ωB97M-V/def2-TZVPD

Summary:
HOMO level (alpha / beta) ... -0.3408 / -0.3389 Eh
Lowest unoccupied orbital energy (alpha / beta) ... -0.4 / -0.4 eV
ΔE to the lowest compared entry with this formula, charge and spin ... 3.919 eV
E_tot ... -632.6827 Eh
Orbital gap (alpha / beta) ... 8.9 / 8.8 eV

Geometry (Å):
C  0.068  0.167  -1.391
C  -0.399  -0.611  -0.175
C  0.118  -0.006  1.051
N  0.360  -1.775  -0.586
Cl  -0.556  -2.901  -1.453
H  -0.570  -0.245  -2.138
H  1.043  0.248  -1.754
H  -1.391  -0.733  -0.342
H  -0.081  -0.499  2.043
H  -0.181  0.975  1.072
H  1.138  -0.073  0.830

Force components x, y, z for each atom (eV/Å):
-1.38 -2.92 0.13
2.18 0.11 -0.54
-0.15 -2.37 2.00
0.17 1.48 -0.27
-0.27 -0.14 -0.11
-0.42 0.55 -1.35
1.75 0.70 0.18
-3.20 -0.45 0.33
-0.01 0.24 -1.15
-0.63 2.46 0.28
1.97 0.35 0.50